Record 1
46
Properties=species:S:1:pos:R:3:forces:R:3:lowdin_charge:R:1 method="wB97M-V/def2-TZVPD" max_force_ha_per_bohr=0.097 e_tot_ev=-66271.3916 e_above_lowest_kj_mol=117.9 e_homo_ev="-14.7363 / -14.7381" homo_lumo_gap_ev="7.0 / 5.2" e_lumo_ev="-7.8 / -9.6" spin_multiplicity=3 charge=+2
Ti -1.089109 0.264627 1.648991 -1.45 3.67 -3.03 0.77
O 1.089067 2.331046 -2.379596 -1.26 0.34 -1.65 0.10
C 0.274445 2.407170 -3.294016 0.55 -1.39 0.54 -0.36
O -1.501037 0.885225 -1.896865 -0.36 0.95 1.39 0.07
C -1.743773 2.071436 -2.074992 0.59 0.21 -0.84 -0.49
O -2.715659 2.815562 -1.481523 0.74 -0.94 -0.81 0.03
N -1.069079 2.846809 -3.017637 -0.56 -1.03 1.46 0.02
C -3.000226 3.918307 -2.395451 -0.46 0.40 0.96 -0.07
C -1.870980 3.966975 -3.446754 -0.07 0.30 0.11 -0.07
H -3.052245 4.820942 -1.779793 -0.10 -0.16 -0.24 0.13
H -3.986261 3.667374 -2.801972 0.34 0.38 -0.17 0.14
H -1.254088 4.874511 -3.416662 -0.53 -0.06 -0.12 0.14
H -2.371267 3.829578 -4.410803 0.64 0.05 -0.17 0.13
C 0.346651 1.787927 -4.645883 0.31 0.36 -0.17 -0.08
C 1.428957 1.165667 -5.120213 0.45 0.40 0.32 0.09
H -0.588469 1.845039 -5.221392 0.59 0.04 0.17 0.12
H 2.363297 1.100216 -4.515811 -0.85 0.07 -0.61 0.10
H 1.423833 0.781769 -6.143043 0.08 -0.13 0.46 0.08
C 0.100188 -1.904505 -1.024012 -0.24 -0.12 0.09 -0.21
P 0.474859 -1.218119 0.620606 1.92 -1.70 -0.33 0.85
C 2.193276 -0.558454 0.592173 0.14 0.10 -0.02 -0.20
C 0.536000 -2.677489 1.783328 -0.13 -0.07 0.08 -0.36
C 1.138115 -3.904649 1.477723 -0.20 -0.01 0.30 -0.05
C 1.055232 -4.988311 2.382066 -0.21 0.39 0.09 0.00
C 0.363909 -4.872348 3.609107 0.18 0.36 -0.56 -0.01
C -0.162479 -3.623966 3.946109 0.12 -0.07 0.21 -0.07
C -0.057133 -2.535997 3.064129 -0.14 -0.19 -0.16 -0.46
P -0.717742 -0.926513 3.500373 1.44 -1.59 2.07 0.95
C 0.233073 -0.221248 4.886025 -0.46 -0.16 0.06 -0.24
C 0.077247 1.974193 1.581050 -1.22 -1.23 0.42 -0.17
H 0.184888 -1.113667 -1.781203 -0.19 -0.14 0.24 0.05
H -0.933588 -2.296220 -0.981056 0.48 0.20 -0.25 0.07
H 0.785840 -2.725173 -1.277680 -0.15 0.24 0.16 0.06
H 2.422711 -0.091414 1.566311 -0.09 -0.16 -0.48 0.06
H 2.938622 -1.346537 0.399409 -0.44 0.05 0.13 0.07
H 2.303058 0.180158 -0.217467 -0.22 -0.07 0.34 0.06
H 1.671436 -4.005375 0.529417 -0.17 -0.20 0.33 0.12
H 1.525316 -5.937942 2.126223 -0.13 0.27 0.00 0.13
H 0.246691 -5.736778 4.279557 0.14 0.54 -0.40 0.14
H -0.676636 -3.462724 4.896163 0.19 -0.24 -0.19 0.12
H 1.104018 -0.855168 5.086618 -0.29 0.14 0.12 0.07
H 0.552381 0.803106 4.628949 -0.24 -0.37 0.17 0.05
H -0.479763 -0.200910 5.721777 0.53 0.19 0.19 0.06
H 0.382303 2.405020 0.634572 0.08 0.04 -0.14 0.03
H -0.789783 2.520615 2.025530 0.12 0.16 -0.19 0.04
H 0.843903 1.940232 2.337620 0.55 0.15 0.14 0.01

=====

Record 2
45
Properties=species:S:1:pos:R:3:forces:R:3:lowdin_charge:R:1 method="wB97M-V/def2-TZVPD" max_force_ha_per_bohr=0.020 e_tot_ev=-37480.1967 e_above_lowest_kj_mol=119.5 e_homo_ev=-8.8307 homo_lumo_gap_ev=9.4 e_lumo_ev=0.5 smiles="CCCS(=O)(=O)N1CCC[C@H](C(=O)c2ccccc2OC)C1"
C -1.426106 -4.132700 3.103378 -0.19 0.05 0.09 -0.10
H -0.668341 -3.358530 3.024390 0.16 -0.05 0.10 0.06
H -1.530548 -4.419165 4.146888 0.05 -0.05 0.08 0.07
H -1.091465 -5.000158 2.538366 0.10 -0.09 -0.04 0.08
C -2.751443 -3.616931 2.557072 0.17 -0.04 0.13 -0.29
C -2.608497 -3.117718 1.131151 0.25 0.69 0.32 -0.23
H -3.565749 -2.856942 0.689424 -0.09 0.02 -0.11 0.10
H -2.078231 -3.817752 0.492958 0.04 -0.04 -0.18 0.11
S -1.637349 -1.577469 1.095825 -0.54 -0.60 -0.49 0.66
O -2.135931 -0.707012 2.125551 -0.28 0.04 -0.04 -0.29
O -0.235836 -1.887702 1.109004 0.13 -0.12 -0.29 -0.29
N -2.060936 -1.013054 -0.432598 0.31 -0.43 0.87 -0.23
C -0.956689 -0.731566 -1.320937 0.72 -0.03 -0.21 -0.15
H -0.238243 -1.543552 -1.206561 0.03 0.08 -0.25 0.13
C -0.293979 0.611499 -0.984131 -0.32 -0.10 -0.41 -0.23
C 0.806998 0.891271 -1.988518 -0.29 -0.02 0.31 -0.31
O 0.603022 0.771122 -3.178881 -0.03 -0.03 0.04 0.11
C 2.153179 1.241242 -1.477363 0.46 0.17 0.02 -0.06
C 3.234490 0.818645 -2.249077 -0.13 0.06 0.12 -0.01
C 4.537337 1.035100 -1.849672 0.13 0.00 0.00 -0.08
C 4.774168 1.701595 -0.660085 -0.05 -0.05 -0.11 -0.07
C 3.720681 2.161234 0.109494 -0.16 0.12 0.27 -0.02
C 2.402197 1.946801 -0.283989 0.15 -0.14 -0.27 -0.21
O 1.331113 2.424190 0.397412 0.00 -0.14 -0.30 -0.10
C 1.531602 3.099392 1.617092 0.03 0.13 0.25 -0.06
H 2.097739 4.025696 1.476493 -0.01 -0.06 0.00 0.10
H 0.534150 3.338718 1.982696 0.09 0.01 0.02 0.10
H 2.039292 2.464567 2.349087 -0.01 0.02 -0.04 0.10
H 3.936298 2.691974 1.023138 -0.02 0.06 0.07 0.10
H 5.786301 1.876509 -0.326386 0.07 0.02 0.03 0.11
H 5.359448 0.687928 -2.455803 0.07 -0.04 -0.05 0.10
H 3.016598 0.300403 -3.170827 -0.03 -0.03 -0.07 0.12
C -1.355789 1.716989 -1.062129 0.04 0.02 0.22 -0.13
C -2.513273 1.394368 -0.122989 -0.02 -0.07 -0.20 -0.16
H -2.160791 1.387276 0.909327 -0.06 0.09 0.02 0.10
H -3.299816 2.144805 -0.219023 -0.02 0.02 0.05 0.12
C -3.084697 0.012929 -0.440318 -0.44 0.39 0.33 -0.20
H -3.829694 -0.267623 0.305312 -0.17 0.11 -0.16 0.11
H -3.549330 0.007973 -1.431928 0.00 -0.05 0.06 0.13
H -0.905500 2.672618 -0.790792 -0.04 0.03 -0.07 0.12
H -1.713695 1.784080 -2.092895 0.04 0.03 -0.05 0.13
H 0.099931 0.545132 0.030451 0.04 0.05 -0.11 0.14
H -1.327790 -0.718466 -2.349814 0.00 -0.04 0.10 0.14
H -3.504710 -4.408550 2.595063 -0.03 0.11 -0.07 0.11
H -3.099105 -2.782623 3.169375 -0.13 -0.10 0.03 0.10

=====

Record 3
45
Properties=species:S:1:pos:R:3:forces:R:3:lowdin_charge:R:1 method="wB97M-V/def2-TZVPD" max_force_ha_per_bohr=0.063 e_tot_ev=-61673.6717 e_homo_ev="2.2719 / 2.2752" homo_lumo_gap_ev="2.5 / 2.5" e_lumo_ev="4.7 / 4.7" spin_multiplicity=3 charge=-2
V 0.822397 0.261123 0.277218 -1.48 0.26 1.05 0.81
C 1.949419 -0.077840 2.327489 -0.57 -1.16 -0.50 -0.17
C 0.550031 -0.159244 2.635967 0.26 -1.29 -0.01 -0.16
C 0.001137 -1.295637 1.966157 1.75 0.04 0.86 -0.13
H 0.017338 0.470086 3.332373 0.02 0.13 -0.41 0.09
C 1.039878 -1.896735 1.200026 0.28 -0.42 1.15 -0.18
C 2.252100 -1.171830 1.450424 -0.34 -0.22 1.22 -0.23
H 3.253675 -1.477738 1.161570 -0.30 0.25 -0.25 0.09
H 2.666156 0.573027 2.805488 -0.06 0.21 -0.23 0.09
H -0.997163 -1.695724 2.096399 0.02 0.40 -0.46 0.11
H 0.943629 -2.852087 0.674746 0.04 0.66 -0.06 0.10
C 1.791507 1.236030 -1.639177 0.35 -1.44 -1.41 -0.20
C 2.696043 0.250590 -1.108405 -0.82 0.17 -1.08 -0.21
C 2.096032 -1.028847 -1.340687 0.41 -0.09 -1.82 -0.23
H 3.702672 0.449979 -0.761200 -0.18 -0.06 0.19 0.09
C 0.846663 -0.846281 -1.988308 1.05 0.21 0.02 -0.14
C 0.633682 0.558555 -2.136637 1.42 0.23 -0.23 -0.15
H -0.185787 1.025108 -2.680811 0.06 -0.15 0.54 0.10
H 2.023592 2.282814 -1.773594 -0.29 -0.10 0.42 0.10
H 2.595053 -1.994563 -1.212994 -0.38 0.43 0.29 0.10
H 0.244679 -1.628124 -2.451742 -0.07 0.25 0.67 0.08
O -0.975580 0.279697 0.347613 -2.17 -0.28 -1.34 -0.38
C -3.040532 -1.732662 -1.295488 -0.83 0.54 1.41 -0.48
C -3.400791 -0.754860 -0.194445 0.61 -0.62 -0.69 -0.24
C -2.319173 -2.961950 -0.859312 -0.01 0.17 -0.30 -0.20
C -2.822585 -1.168405 -2.652144 0.07 -0.01 0.20 -0.19
C -2.395665 0.332244 0.403757 1.04 1.06 0.01 -0.26
H -3.763678 -1.360428 0.657326 0.00 0.31 -0.07 0.06
H -4.257903 -0.161860 -0.582845 0.17 0.11 0.53 0.07
H -2.635164 1.313754 -0.035073 -0.29 -0.05 -0.06 0.09
H -2.619607 0.429764 1.471681 -0.35 0.00 0.32 0.08
H -2.811156 -3.893532 -1.209090 0.42 -0.15 0.15 0.03
H -2.230492 -3.011028 0.240097 -0.14 -0.09 -0.23 0.05
H -1.276237 -2.953869 -1.237288 0.31 -0.44 -0.07 0.02
H -3.684467 -1.324982 -3.331724 0.21 0.11 -0.36 0.02
H -1.936300 -1.635547 -3.112884 0.03 0.01 -0.33 0.03
H -2.627827 -0.078599 -2.621662 -0.02 -0.10 -0.13 0.05
C 2.616882 3.661916 1.438580 0.48 -0.01 0.48 -0.16
S 0.858016 3.332581 1.442995 -0.73 -2.51 -1.83 0.46
O 0.471130 2.616467 2.648599 0.58 1.28 0.06 -0.35
O 0.194912 4.583990 1.157037 0.12 0.27 0.21 -0.35
O 0.784553 2.371903 0.238311 -0.04 2.19 2.37 -0.45
H 2.988137 4.263771 2.286722 -0.49 -0.23 -0.22 0.06
H 2.838023 4.191014 0.509215 -0.06 -0.18 0.05 0.05
H 3.102771 2.677956 1.455720 -0.06 0.27 -0.09 0.05

=====

Record 4
54
Properties=species:S:1:pos:R:3:forces:R:3:lowdin_charge:R:1 method="wB97M-V/def2-TZVPD" max_force_ha_per_bohr=0.002 e_tot_ev=-62077.5847 e_above_lowest_kj_mol=0.0 e_homo_ev=-14.4405 homo_lumo_gap_ev=7.3 e_lumo_ev=-7.1 charge=+2
Au 1.062409 -0.809492 -0.004296 0.01 0.02 0.00 1.08
N 3.464628 0.523738 -0.766395 -0.01 0.01 0.02 0.04
N 4.103364 0.526287 0.472393 0.01 -0.01 -0.01 0.00
C 3.786343 -0.316206 1.470630 -0.02 -0.02 -0.01 -0.38
N 4.594166 -0.324601 2.515513 0.00 -0.01 0.00 0.24
N 2.665300 -1.071885 1.343725 0.03 -0.01 -0.02 -0.04
N 2.320788 -2.008732 2.338286 0.03 -0.01 -0.01 -0.41
O 1.289222 -2.596729 2.110531 -0.03 0.00 0.00 0.04
O 3.027955 -2.182478 3.300862 0.01 0.01 0.01 0.11
H 4.116127 0.228579 -1.486313 0.00 0.01 0.00 0.11
H 3.130689 1.458905 -0.972218 0.00 0.00 -0.01 0.11
H 4.900949 1.131072 0.611162 0.00 0.00 0.00 0.17
H 5.458814 0.192172 2.495439 -0.01 0.01 0.01 0.15
H 4.391994 -0.928981 3.298234 0.01 0.00 0.00 0.11
N -1.485351 1.681312 -0.150648 0.00 -0.06 -0.05 0.19
C -0.922058 1.771917 1.029311 0.04 0.03 0.00 -0.73
S 0.515820 0.882588 1.486274 -0.07 -0.02 -0.02 0.73
N -1.382198 2.601476 1.953343 0.00 -0.01 0.00 0.07
C -2.531257 3.451969 1.740319 -0.01 0.00 0.00 -0.26
C -2.377588 4.635668 1.033141 0.00 0.00 0.00 -0.02
C -3.487290 5.441844 0.825976 0.00 0.00 0.00 -0.05
C -4.724591 5.063517 1.329476 0.00 0.00 0.00 -0.05
C -4.862288 3.878717 2.039771 0.00 0.00 0.00 -0.05
C -3.761893 3.059627 2.245547 0.00 0.00 0.00 -0.01
H -1.165248 0.951513 -0.798459 0.00 0.03 0.03 0.06
H -2.309920 2.234530 -0.343877 0.00 -0.01 -0.01 0.14
H -0.938334 2.598826 2.860680 0.01 0.01 -0.01 0.15
H -1.401701 4.926017 0.664326 0.00 0.00 0.00 0.12
H -3.382564 6.370198 0.281617 0.00 0.00 0.00 0.12
H -5.585407 5.698997 1.172507 0.00 0.00 0.00 0.12
H -5.826188 3.591311 2.436489 0.00 0.00 0.00 0.12
H -3.853346 2.133660 2.799008 0.00 0.00 0.00 0.12
C -2.410937 -1.174415 -2.345906 0.00 -0.01 0.01 -0.03
C -1.382579 -1.619591 -1.322035 0.00 0.00 0.00 -0.51
C -1.995349 -1.900737 0.037244 0.00 -0.01 -0.01 -0.05
O -0.404685 -0.550712 -1.272631 -0.04 0.07 0.08 -0.41
H -3.116143 -1.984635 -2.530583 0.00 0.00 0.00 0.10
H -1.936039 -0.912094 -3.290296 0.00 0.00 0.00 0.09
H -2.979247 -0.316064 -1.982077 0.01 0.01 0.00 0.08
H -0.884527 -2.522642 -1.691486 0.00 0.00 0.01 0.12
H -2.476658 -1.006212 0.437594 0.00 0.00 0.00 0.08
H -1.252323 -2.251748 0.757860 0.00 0.01 0.00 0.06
H -2.753223 -2.679002 -0.052852 0.00 0.00 0.00 0.10
Cl 2.213486 -2.572381 -5.168273 0.00 0.00 0.00 0.77
C 2.113953 -3.003857 -3.513781 0.00 0.00 0.00 -0.63
C 2.381774 -4.297721 -3.086449 0.00 0.00 0.00 -0.03
C 2.279110 -4.584660 -1.736108 0.00 0.00 0.00 0.00
C 1.919962 -3.584998 -0.852880 0.00 0.01 0.00 -0.09
N 1.667473 -2.341650 -1.283739 0.03 -0.02 -0.02 -0.09
C 1.751443 -2.044428 -2.587190 0.01 -0.02 0.01 -0.15
H 2.657667 -5.059570 -3.803228 0.00 0.00 0.00 0.13
H 2.468305 -5.580883 -1.362858 0.00 0.00 0.00 0.13
H 1.808199 -3.769695 0.204938 -0.01 -0.01 0.00 0.10
H 1.498990 -1.037615 -2.887644 -0.01 0.00 0.00 0.12